The following is a quantum chemistry calculation of a cluster of 2 separate species, C5H12N2 in total, from OMol25.

```
19
Properties=species:S:1:pos:R:3:forces:R:3
C 0.3945 1.1251 -1.8966 -2.802 -0.204 0.749
N -0.9063 1.1690 -1.7981 1.961 -0.549 0.164
C -1.5540 0.4534 -0.6062 0.572 0.393 -0.934
C -3.0217 0.9471 -0.4707 0.034 -0.474 -0.276
H 0.9954 0.6173 -1.1478 0.221 -0.138 0.162
H 0.9486 1.5910 -2.7138 -0.526 0.059 -0.011
H -1.5263 -0.6548 -0.8165 0.031 1.082 0.292
H -0.9216 0.7007 0.2815 -0.705 -0.396 -0.403
H -3.5529 0.5431 0.4139 0.416 -0.232 -0.520
H -3.0411 2.0209 -0.3049 0.113 0.189 -0.301
H -3.6071 0.7064 -1.4052 0.658 0.266 1.024
C 2.0606 0.0369 1.3436 1.530 -0.041 0.245
C 2.4331 -1.2481 1.2312 0.080 0.873 1.021
N 1.5924 -2.3286 0.9950 0.318 -1.551 0.689
H 1.0258 0.2986 1.3393 -0.465 0.346 -0.157
H 2.8372 0.8178 1.5562 -1.010 -0.859 -0.352
H 3.4846 -1.4836 1.4559 -0.526 -0.219 -0.487
H 0.5977 -2.1616 0.9265 0.166 0.375 0.061
H 1.7613 -3.1504 1.6165 -0.065 1.081 -0.964
```
Forces are in eV/Å.

Output
E_HOMO = -8.5 eV
Total charge = 0
Energy = -8357.8583 eV
Spin multiplicity = 1
HOMO-LUMO gap = 9.49 eV



The following is a quantum chemistry calculation of a structure of composition C14H17BCrF6N6O, from OMol25.

```
46
Properties=species:S:1:pos:R:3:forces:R:3
H 0.4741 2.8916 0.6420 -0.091 -0.046 -0.194
N 0.0385 1.4581 -0.8512 0.498 1.704 -0.811
B -0.2025 0.1938 -3.0353 -0.508 -0.210 0.815
N 0.0744 1.4750 -2.2308 0.752 0.895 1.083
C 0.4791 2.6922 -2.6440 -0.059 -0.616 0.405
Cr -0.3591 -0.2675 0.1074 -1.324 1.275 1.429
H 0.6254 2.8558 -3.6992 -0.058 0.214 0.052
C 0.6917 3.4818 -1.5293 0.233 0.491 0.075
H 1.0554 4.4961 -1.5121 -0.101 -0.016 -0.053
C 0.4083 2.6838 -0.4179 -0.207 -1.127 -1.130
H -0.1125 0.3032 -4.2194 0.067 0.144 -0.009
C -1.1698 -1.9056 1.0399 -2.995 -0.604 1.287
H -1.4418 -1.7227 2.1045 0.136 -1.185 -0.586
H -0.3617 -2.6969 0.9992 -0.359 1.294 -0.221
H -2.0915 -2.2049 0.4449 1.293 -0.218 1.032
N -1.6603 -0.1549 -2.6104 -1.185 -0.761 0.174
N 0.7478 -0.9133 -2.4950 0.357 -0.719 1.152
N -1.9629 -0.3137 -1.2840 -0.100 -0.250 -0.696
N 0.8206 -1.1497 -1.1414 1.466 -0.691 -1.375
C -2.7630 -0.4012 -3.3588 0.112 -0.041 0.947
C 1.6105 -1.7369 -3.1024 0.409 -0.291 0.294
H -2.7198 -0.3829 -4.4475 -0.038 0.097 0.472
H 1.6880 -1.7530 -4.1824 0.064 0.046 0.204
C -3.8105 -0.7025 -2.4728 -0.011 -0.028 -1.123
C 2.2851 -2.4873 -2.1298 -0.188 0.154 -0.300
C -3.2728 -0.6401 -1.2021 1.075 -0.126 -0.058
C 1.7622 -2.0799 -0.9049 -0.934 0.557 -0.675
H -4.8194 -0.9835 -2.7380 0.125 0.120 0.016
H 3.0387 -3.2345 -2.2672 0.149 -0.120 -0.226
H -3.7455 -0.9307 -0.2611 0.324 0.446 -0.334
H 1.9312 -2.4091 0.1226 0.111 0.193 -0.489
H -1.7511 -0.3979 1.1187 1.072 -0.513 -0.211
C 2.0790 1.4268 3.1011 0.488 0.772 0.163
C 0.9696 0.4220 2.9135 -0.145 -1.147 1.315
O 0.8575 -0.0845 1.6661 -0.862 0.875 -0.855
C 1.4042 -0.8499 3.7530 -0.159 -0.215 -0.140
F 1.7923 -0.6402 5.0450 -0.249 -0.180 -1.061
F 0.3804 -1.7447 3.7756 0.806 0.202 0.220
F 2.4501 -1.4370 3.0979 -0.658 0.233 0.882
C -0.3252 1.0379 3.6491 0.048 0.125 0.032
F -0.0397 1.3919 4.9493 -0.258 -0.283 -1.289
F -0.7185 2.1791 3.0066 0.235 -0.754 0.356
F -1.4130 0.2301 3.7198 0.742 0.481 -0.298
H 3.0225 0.9736 2.7741 -0.259 0.181 -0.005
H 2.1520 1.6761 4.1692 0.164 0.053 -0.381
H 1.9018 2.3559 2.5372 0.022 -0.410 0.115
```
Forces are in eV/Å.

Output
E_HOMO (alpha / beta) = -8.3 / -9.5 eV
Total charge = 0
Energy = -71185.5812 eV
Spin multiplicity = 5
HOMO-LUMO gap (alpha / beta) = 8.84 / 8.59 eV



The following is a quantum chemistry calculation of a structure of composition C26H33As2I2N2O2Pd, from OMol25.

```
68
Properties=species:S:1:pos:R:3:forces:R:3
Pd 0.1158 0.4936 -0.1728 0.613 -0.028 -0.596
I -5.2494 0.8138 5.0207 0.431 0.053 -0.253
C -3.4366 0.9725 3.9882 -0.512 -0.127 0.369
C -2.3134 0.3015 4.4741 0.111 -0.065 0.000
C -1.1494 0.3777 3.7585 0.586 -0.431 0.262
I 0.5536 -0.6794 4.3508 -0.335 0.158 -0.024
C -1.0371 1.1164 2.5256 0.421 0.230 0.030
O 0.0576 1.1681 1.9039 -0.663 0.169 0.760
C -2.2272 1.7923 2.0682 -0.361 -0.179 -0.509
C -2.2024 2.5323 0.7533 0.073 0.013 -0.098
N -2.0194 1.6704 -0.4356 -0.523 -0.231 0.351
C -3.1466 0.7819 -0.7461 0.041 0.097 0.096
C -3.1634 -0.4512 0.1301 0.250 0.060 -0.006
C -4.3430 -1.0346 0.5663 -0.152 -0.098 -0.038
C -4.2814 -2.1327 1.4106 0.072 0.091 -0.013
C -3.0373 -2.6196 1.7828 -0.032 -0.086 0.042
C -1.9138 -2.0080 1.2584 -0.011 0.148 -0.026
N -1.9686 -0.9468 0.4508 -0.350 -0.098 0.485
C -3.3841 1.7048 2.7978 0.079 0.249 -0.272
H -2.3691 -0.2831 5.3815 0.004 0.023 0.005
H -1.3482 3.2134 0.7539 -0.004 0.032 -0.020
H -3.1193 3.1266 0.6644 -0.006 -0.014 0.055
H -1.8749 2.2885 -1.2222 0.188 -0.048 -0.061
H -3.0152 0.4551 -1.7809 -0.071 0.058 -0.032
H -4.1167 1.2880 -0.6657 0.014 0.017 -0.055
H -5.3007 -0.6423 0.2477 0.026 0.096 0.053
H -5.1888 -2.5870 1.7858 -0.001 -0.016 -0.019
H -2.9357 -3.4535 2.4639 -0.009 -0.014 -0.037
H -0.9181 -2.3639 1.4940 0.023 -0.021 0.104
H -4.2750 2.2025 2.4353 -0.011 -0.006 0.031
C 4.2904 1.2589 -0.1478 -0.209 0.018 0.015
As 2.7374 0.0705 -0.1170 0.173 -0.313 -0.037
C 3.4312 -1.2161 1.1994 -0.103 0.124 0.016
C 3.0186 -0.9265 -1.7875 -0.036 0.080 0.087
C 4.2426 -0.9343 -2.4507 0.048 0.005 0.072
C 4.4063 -1.6478 -3.6285 0.050 -0.035 -0.018
C 3.3423 -2.3521 -4.1720 -0.043 0.012 -0.008
C 2.1198 -2.3545 -3.5196 -0.008 0.020 0.030
C 1.9565 -1.6484 -2.3319 -0.098 -0.116 -0.057
As 0.3077 -1.7442 -1.3125 0.284 -0.035 -0.760
C 0.6536 -3.4939 -0.4868 -0.185 0.126 0.221
C -1.0254 -2.3632 -2.6022 0.078 0.135 0.000
H 5.2022 0.6709 -0.0524 -0.008 -0.017 -0.054
H 4.2144 1.9424 0.6941 -0.051 -0.014 0.004
H 4.2979 1.8362 -1.0698 -0.005 0.005 0.009
H 4.2039 -1.8492 0.7668 0.004 0.016 -0.023
H 2.6212 -1.8231 1.5990 0.002 -0.042 -0.038
H 3.8515 -0.6324 2.0188 0.005 -0.037 0.018
H 5.0858 -0.3878 -2.0479 -0.004 -0.004 -0.011
H 5.3721 -1.6654 -4.1162 -0.015 0.057 -0.029
H 3.4609 -2.8995 -5.0977 0.029 -0.003 0.006
H 1.2903 -2.9124 -3.9375 0.024 -0.013 -0.028
H 1.1371 -4.1200 -1.2350 -0.012 0.048 -0.045
H -0.2939 -3.9475 -0.1974 0.028 -0.008 0.033
H 1.3022 -3.4163 0.3841 -0.009 0.055 -0.015
H -0.7989 -3.3786 -2.9237 0.030 0.006 -0.018
H -1.0518 -1.7019 -3.4670 0.017 0.017 0.020
H -2.0049 -2.3623 -2.1244 0.033 0.023 0.050
C 1.5503 4.0898 0.8889 -0.091 -0.088 0.075
O 1.7635 2.8755 0.1791 0.235 0.196 -0.195
C 0.8583 2.4984 -0.7747 -0.075 -0.100 0.230
C 0.6646 3.3848 -1.9664 0.108 -0.300 -0.003
H 2.5063 4.3713 1.3251 -0.013 0.030 0.012
H 0.8261 3.9247 1.6922 -0.025 0.019 -0.017
H 1.2002 4.8942 0.2407 0.009 0.000 -0.006
H 0.9834 4.4051 -1.7413 -0.040 0.040 -0.068
H -0.3746 3.4212 -2.3033 -0.006 0.011 -0.020
H 1.2590 3.0362 -2.8203 -0.014 0.052 -0.035
```
Forces are in eV/Å.

Output
E_HOMO (alpha / beta) = -8.8 / -11.0 eV
Total charge = +1
Energy = -175920.6299 eV
Spin multiplicity = 5
HOMO-LUMO gap (alpha / beta) = 6.59 / 5.71 eV



The following is a quantum chemistry calculation of an isolated molecule of C10H24O3Si, from OMol25.

```
38
Properties=species:S:1:pos:R:3:forces:R:3
C 2.5261 2.6461 -0.2543 1.226 0.259 -1.514
C 2.5135 1.5291 -1.3067 0.000 1.021 0.466
O 1.9532 0.3665 -0.7851 -1.466 -1.398 1.028
Si 0.3490 -0.1144 -0.5794 0.324 -0.233 0.117
C 0.0573 -1.1658 0.9747 0.531 1.402 0.640
C -1.0510 -0.7287 1.9571 0.566 0.248 0.559
C -1.2833 -1.8074 3.1277 0.155 1.646 -1.116
C -0.5604 0.5781 2.6109 -1.695 0.565 0.886
O -0.7289 1.1562 -0.3647 1.184 -0.141 -0.815
C -1.9666 1.1326 -1.0701 -0.300 -1.138 0.539
C -2.7633 2.3964 -0.8986 2.428 1.473 -1.302
O -0.0316 -1.0514 -1.9177 -0.089 2.059 -0.163
C 0.2314 -2.4049 -2.1673 -1.133 -0.919 -0.333
C 1.6624 -2.7330 -1.9636 1.212 1.211 1.333
H 3.0323 2.4651 0.6790 0.633 -0.514 0.046
H 1.5511 2.8527 0.0086 -2.382 0.506 0.549
H 2.9157 3.5641 -0.7188 0.110 -0.194 0.213
H 1.9025 1.8088 -2.1654 0.186 0.504 -0.169
H 3.5389 1.3773 -1.6542 -0.122 -0.516 0.002
H -0.2012 -2.1254 0.6339 0.196 -1.711 -0.380
H 0.9664 -1.1460 1.5941 0.096 -0.600 -0.391
H -1.9642 -0.5566 1.3715 -0.049 -0.117 0.456
H -0.3482 -2.0734 3.6159 0.276 0.019 -0.229
H -1.9096 -1.3873 3.9227 -0.145 -0.044 -0.299
H -1.7312 -2.6935 2.7232 -0.316 -0.545 -0.108
H 0.0876 0.2878 3.4161 0.580 -0.060 0.505
H -1.4116 1.1381 3.1147 0.880 -0.563 -0.636
H -0.0178 1.2911 1.9892 -0.235 -0.253 -0.243
H -1.7048 0.9260 -2.1098 -0.671 -0.061 -0.089
H -2.5475 0.2890 -0.6087 0.190 0.432 -0.826
H -2.1776 3.2640 -1.3962 -0.919 -1.165 1.086
H -2.9699 2.5969 0.1267 0.014 0.300 0.817
H -3.6760 2.3350 -1.4224 -1.177 -0.245 -0.651
H -0.1100 -2.7796 -3.2084 0.416 1.146 1.452
H -0.4164 -2.8696 -1.4494 -0.253 -1.201 0.262
H 2.2013 -2.2340 -2.7276 0.762 1.003 -0.638
H 2.1108 -2.4109 -0.9717 -0.799 -0.245 -1.039
H 1.9716 -3.7190 -2.1258 -0.215 -1.930 -0.016
```
Forces are in eV/Å.

Output
E_HOMO = -9.7 eV
Total charge = 0
Energy = -24781.8739 eV
Spin multiplicity = 1
HOMO-LUMO gap = 10.67 eV



The following is a quantum chemistry calculation of a structure of composition C17H16Cl2F4N3O3SSn, from OMol25.

```
47
Properties=species:S:1:pos:R:3:forces:R:3
Sn -0.6146 -0.2992 -0.1742 -0.093 0.175 -0.175
C -0.1391 -3.3044 -0.6241 0.019 -0.005 -0.003
N 0.3292 -2.0096 -1.1677 0.007 -0.089 0.010
C 0.1168 -1.9766 -2.6388 0.002 0.008 0.024
C 1.7688 -1.7913 -0.8372 -0.021 0.037 0.000
C 2.1838 -0.3433 -1.0798 -0.010 -0.031 0.021
N 1.1993 0.5279 -0.4486 0.070 0.047 0.004
C 1.4106 1.8727 -0.2235 0.004 -0.052 -0.005
C 0.4293 2.5905 0.4551 -0.023 0.054 0.007
F -0.7059 1.8946 0.8219 0.045 -0.027 -0.005
C 0.5017 3.9364 0.7195 -0.003 0.007 0.000
F -0.5125 4.5229 1.3547 0.005 0.000 -0.002
C 1.6083 4.6599 0.3246 -0.008 0.001 0.003
C 2.6003 3.9772 -0.3501 -0.003 -0.009 0.006
F 3.6839 4.6283 -0.7666 -0.007 -0.004 0.000
C 2.5143 2.6227 -0.6274 0.017 0.009 -0.018
F 3.5069 2.0483 -1.3274 -0.002 0.000 -0.001
H 0.4308 -4.1196 -1.0730 0.001 0.003 -0.007
H -1.1946 -3.4327 -0.8577 0.000 -0.001 -0.003
H 0.0034 -3.3170 0.4552 -0.004 -0.002 -0.002
H 0.6737 -2.7983 -3.0924 -0.003 -0.003 -0.002
H 0.4720 -1.0320 -3.0455 0.001 -0.003 -0.001
H -0.9425 -2.0718 -2.8634 -0.003 0.003 0.001
H 2.3760 -2.4772 -1.4313 0.007 0.006 -0.002
H 1.8898 -2.0338 0.2191 0.010 0.003 0.002
H 2.2875 -0.1335 -2.1477 -0.006 -0.006 -0.005
H 3.1669 -0.2124 -0.6282 -0.002 0.008 0.007
H 1.6928 5.7175 0.5255 -0.003 0.000 0.001
O 0.0212 -0.9476 1.7383 -0.024 -0.080 0.038
N -0.9160 -1.2455 2.6527 0.071 -0.001 -0.006
C -0.4598 -1.5490 3.8868 0.006 -0.005 0.042
C -1.3322 -1.8638 4.8910 0.047 0.005 -0.012
C -2.6993 -1.8590 4.6198 -0.040 0.005 -0.012
C -3.1400 -1.5395 3.3569 -0.043 -0.007 0.021
C -2.2308 -1.2258 2.3470 -0.022 0.007 -0.038
S -2.7629 -0.8114 0.7464 -0.022 -0.034 0.042
H 0.6140 -1.5140 3.9853 -0.001 0.003 0.002
H -0.9464 -2.1053 5.8698 0.004 0.004 0.000
H -3.4117 -2.0999 5.3964 -0.003 -0.002 -0.004
H -4.1932 -1.5195 3.1161 0.000 -0.002 0.004
Cl 0.5887 1.9497 -3.5202 0.004 0.001 0.004
C -1.1856 2.0709 -3.3655 -0.026 -0.002 0.015
Cl -1.6488 3.2912 -2.1830 0.009 0.006 -0.013
C -1.7007 0.6717 -3.0206 0.051 -0.055 -0.061
O -2.0698 -0.0500 -3.9062 -0.004 0.011 0.017
O -1.6947 0.3411 -1.7459 -0.002 0.002 0.099
H -1.5692 2.3593 -4.3365 -0.006 0.015 0.007
```
Forces are in eV/Å.

Output
E_HOMO = -11.3 eV
Total charge = +1
Energy = -81076.6365 eV
Spin multiplicity = 1
HOMO-LUMO gap = 7.87 eV



The following is a quantum chemistry calculation of a cluster of 2 separate species, CIN4 in total, from OMol25.

```
6
Properties=species:S:1:pos:R:3:forces:R:3
C 0.2301 -0.0304 0.0732 -1.546 -0.042 -0.771
N -0.1661 -0.6882 -1.0719 3.261 -0.449 0.896
N -0.6491 0.6869 0.6738 1.262 0.219 1.010
N -1.3710 -0.2731 -1.1221 -2.031 -0.369 -1.439
N -1.7172 0.5158 -0.1405 0.169 0.600 0.813
I 3.6733 -0.2110 1.5875 -1.116 0.040 -0.509
```
Forces are in eV/Å.

Output
E_HOMO (alpha / beta) = -5.2 / -5.2 eV
Total charge = -1
Energy = -15094.7444 eV
Spin multiplicity = 1
HOMO-LUMO gap (alpha / beta) = 5.36 / 5.35 eV